# 1
DFT (ωB97M-V/def2-TZVPD) results for 6 unconnected molecules or ions with the total composition C22H54ClN2O6S5 at a distorted geometry.

E_LUMO (spin up / spin down) in eV: 0.3 / 0.3
Gap between HOMO and LUMO (spin up / spin down) in eV: 7.890 / 8.774
Energy relative to the best compared isomer or geometry (same formula, charge and spin) in kJ/mol: 0.0
HOMO energy (spin up / spin down) in eV: -7.6 / -8.4
Charge: 0
Spin multiplicity: 2
E in eV: -105648.2980

XYZ file:
```
90
Properties=species:S:1:pos:R:3:forces:R:3:mulliken_spin:R:1
C -1.550 -2.135 0.135 -0.019 0.028 -0.253 -0.001
C -0.846 -2.611 -1.125 -0.276 -0.116 0.776 0.000
Cl -1.628 -4.170 -1.628 0.069 -0.081 -0.117 0.000
C 0.643 -2.820 -0.879 -0.129 -0.062 -1.020 -0.001
C 1.596 -1.670 -1.297 0.586 0.326 0.556 -0.025
N 2.746 -1.662 -0.334 -0.424 -0.554 -0.054 0.000
C 0.973 -0.271 -1.219 0.717 -0.018 -0.249 0.032
C 1.700 0.785 -2.065 -0.404 0.872 0.069 0.023
C 3.109 1.090 -1.579 0.243 -0.127 -0.450 0.029
C 0.903 2.082 -1.890 0.333 -0.163 0.407 0.002
N 1.686 0.404 -3.522 -1.236 -0.545 0.618 0.369
O 0.901 1.070 -4.285 0.590 0.137 -0.036 0.536
C 1.658 -1.051 -3.816 0.426 -0.667 -1.575 0.020
C 0.234 -1.521 -4.184 0.168 0.175 0.737 0.022
C 2.563 -1.314 -5.059 0.178 0.563 0.705 0.024
C 2.238 -1.877 -2.687 -0.182 0.263 0.673 0.014
H -1.240 -2.753 0.968 -0.002 -0.086 0.262 0.000
H -1.291 -1.097 0.340 0.094 0.115 0.126 0.000
H -2.627 -2.222 0.032 -0.151 0.055 -0.005 0.000
H -1.047 -1.931 -1.932 0.013 0.030 -0.348 -0.001
H 0.791 -3.076 0.162 -0.027 0.124 0.349 0.001
H 0.945 -3.703 -1.436 0.142 -0.147 -0.063 0.000
H 2.346 -1.619 0.603 0.108 0.169 -0.015 0.000
H 3.159 -2.595 -0.378 0.169 0.137 -0.005 0.000
H 1.039 0.086 -0.196 -0.304 0.039 0.272 -0.009
H -0.066 -0.228 -1.526 -0.216 -0.202 0.031 -0.008
H 3.049 1.521 -0.587 0.045 -0.039 0.287 0.003
H 3.558 1.829 -2.235 0.051 0.171 -0.143 -0.010
H 3.754 0.224 -1.541 0.097 -0.149 0.041 -0.001
H -0.159 1.929 -2.032 -0.200 0.097 -0.369 0.008
H 1.032 2.379 -0.854 -0.055 0.053 0.214 -0.002
H 1.292 2.881 -2.508 -0.119 0.074 -0.304 -0.003
H 0.054 -1.480 -5.246 -0.075 0.094 -0.218 -0.007
H -0.510 -0.918 -3.678 -0.232 0.164 0.004 0.002
H 0.123 -2.542 -3.838 -0.115 -0.326 -0.147 0.001
H 3.132 -2.221 -4.903 -0.031 -0.346 -0.234 0.003
H 1.993 -1.381 -5.972 -0.039 -0.064 -0.237 0.001
H 3.280 -0.501 -5.143 0.082 0.110 -0.078 -0.015
H 2.192 -2.924 -2.960 -0.072 -0.206 -0.239 0.000
H 3.295 -1.643 -2.600 0.200 0.144 0.068 -0.004
C -0.365 2.766 3.612 0.361 0.173 -0.016 0.000
S -1.351 2.187 2.234 -0.172 0.105 0.165 0.000
O -0.433 1.422 1.332 0.105 -0.074 -0.141 -0.001
C -1.586 3.806 1.494 0.097 0.052 -0.137 0.000
H -0.065 1.906 4.197 -0.081 -0.079 0.014 0.000
H 0.516 3.288 3.237 -0.072 0.004 -0.160 0.000
H -0.966 3.429 4.233 -0.082 -0.067 0.013 0.000
H -0.616 4.258 1.283 0.018 -0.028 0.054 0.000
H -2.157 4.430 2.180 -0.041 -0.035 0.006 0.000
H -2.147 3.674 0.572 -0.055 -0.040 0.035 0.000
C -0.347 -0.120 7.180 0.041 0.010 0.092 0.000
S -1.687 -0.217 5.984 -0.059 -0.037 -0.042 0.000
O -1.948 1.169 5.514 -0.019 -0.081 0.170 0.000
C -2.973 -0.617 7.174 -0.040 -0.020 0.092 0.000
H 0.557 0.166 6.645 -0.021 -0.007 -0.045 0.000
H -0.582 0.631 7.934 -0.042 0.014 -0.034 0.000
H -0.203 -1.096 7.643 0.003 -0.011 -0.020 0.000
H -3.030 0.168 7.928 0.030 0.031 -0.035 0.000
H -2.752 -1.578 7.638 0.004 -0.009 -0.021 0.000
H -3.916 -0.679 6.636 0.022 0.012 -0.051 0.000
C 1.196 -6.713 -5.962 -0.004 -0.080 0.068 0.000
S 0.884 -5.239 -6.944 -0.055 0.003 0.007 0.000
O 1.762 -4.168 -6.405 0.010 -0.006 0.062 0.000
C -0.765 -4.932 -6.295 -0.075 -0.015 0.060 0.000
H 2.208 -7.049 -6.179 0.009 0.035 -0.035 0.000
H 1.107 -6.471 -4.902 -0.007 0.057 -0.017 0.000
H 0.485 -7.491 -6.238 0.003 0.003 -0.019 0.000
H -0.717 -4.814 -5.212 0.049 0.005 -0.007 0.000
H -1.419 -5.763 -6.561 0.004 0.001 -0.018 0.000
H -1.136 -4.015 -6.748 0.042 0.012 -0.028 0.000
C 3.766 6.385 3.875 0.053 0.089 0.016 0.000
S 2.273 5.386 3.830 0.049 -0.050 0.013 0.000
O 1.326 6.051 2.897 -0.007 0.009 0.035 0.000
C 1.732 5.779 5.499 -0.008 0.053 0.084 0.000
H 4.241 6.317 2.899 -0.035 -0.034 -0.020 0.000
H 3.507 7.422 4.087 -0.048 -0.012 -0.013 0.000
H 4.440 5.995 4.638 -0.009 -0.027 -0.008 0.000
H 1.608 6.857 5.599 -0.003 0.002 -0.053 0.000
H 2.468 5.410 6.214 0.001 -0.020 -0.013 0.000
H 0.779 5.281 5.666 0.000 -0.025 -0.048 0.000
C -5.931 -0.151 1.054 -0.084 -0.032 -0.071 0.000
S -4.401 0.754 1.330 0.033 -0.060 0.047 0.000
O -4.781 2.167 1.597 -0.015 0.019 -0.070 0.000
C -3.832 0.680 -0.374 -0.005 0.030 -0.119 0.000
H -6.472 -0.183 1.997 0.036 0.025 0.027 0.000
H -6.532 0.360 0.302 0.034 0.037 0.007 0.000
H -5.697 -1.166 0.732 0.019 -0.004 0.014 0.000
H -4.577 1.134 -1.029 -0.022 0.029 0.057 0.000
H -3.658 -0.359 -0.653 0.000 0.033 0.007 0.000
H -2.896 1.233 -0.436 0.038 -0.030 0.059 0.000
```
Forces are in eV/Å.

# 2
DFT (ωB97M-V/def2-TZVPD) results for a molecular structure, C22H54Cs2F6O11 at a distorted geometry.

E_LUMO in eV: -0.2
Gap between HOMO and LUMO in eV: 7.742
HOMO energy in eV: -7.9
Charge: 0
Spin multiplicity: 1
E in eV: -63610.4264

XYZ file:
```
95
Properties=species:S:1:pos:R:3:forces:R:3:lowdin_charge:R:1
Cs -0.566 -0.214 0.286 -0.307 -0.112 0.073 1.049
Cs 0.015 3.251 3.230 -0.224 -0.695 -0.243 1.057
C -1.465 4.976 -0.237 2.128 -3.452 -1.732 -0.348
O -0.378 5.261 0.710 -1.360 2.675 -0.113 -0.190
O -0.925 3.899 -1.002 -1.776 1.344 1.783 -0.248
C -2.802 4.700 0.584 2.672 -0.430 -0.295 -0.624
F -3.386 5.799 0.973 -1.085 2.328 -0.152 0.165
F -3.666 3.971 -0.068 -0.665 -0.684 -0.586 0.189
F -2.530 4.109 1.763 0.374 -1.428 0.723 0.039
C -0.193 6.685 1.048 0.539 -1.283 1.728 -0.221
C 0.582 6.656 2.382 0.259 -0.065 -1.460 -0.111
H 0.010 6.058 3.091 0.046 0.617 0.275 0.002
H 1.539 6.172 2.187 0.155 -0.087 0.237 0.070
H 0.779 7.692 2.658 -0.112 -0.169 0.577 0.080
H -1.080 7.250 1.334 -0.621 -0.374 -0.795 0.113
H 0.398 7.251 0.328 -0.207 -0.310 -0.459 0.119
H -1.718 5.776 -0.933 0.222 0.770 0.321 0.144
C -2.338 -0.409 3.803 4.471 0.279 -1.414 -0.381
O -2.430 -1.247 2.653 -1.639 -1.475 -0.243 -0.203
O -0.960 -0.004 3.717 -2.905 1.095 0.403 -0.342
C -3.545 0.615 3.708 2.077 -0.640 0.796 -0.577
F -4.082 0.742 2.531 -0.085 0.561 -1.996 0.177
F -4.508 0.046 4.428 -0.867 0.480 1.421 0.140
F -3.224 1.875 4.132 -0.447 -0.722 0.283 0.097
C -3.509 -2.228 2.609 0.277 0.567 -0.317 -0.233
C -3.131 -3.293 1.610 0.334 -0.126 -0.736 -0.071
H -3.057 -2.918 0.589 0.221 0.593 -0.003 0.051
H -2.154 -3.716 1.842 -0.064 -0.194 0.134 0.079
H -3.868 -4.082 1.459 -0.117 -0.135 0.707 0.082
H -4.436 -1.754 2.285 -0.123 0.179 0.068 0.113
H -3.698 -2.661 3.591 0.221 0.040 0.207 0.122
H -2.440 -1.000 4.713 -0.629 -0.017 0.207 0.143
C 4.803 -3.514 -1.605 -0.010 -0.510 -0.042 -0.099
C 3.978 -2.390 -2.142 -0.230 -0.611 -0.603 -0.301
O 3.727 -2.668 -3.564 -0.108 1.082 1.404 -0.082
H 5.396 -3.906 -2.432 0.715 0.438 0.272 0.081
H 4.207 -4.390 -1.348 -0.164 0.132 0.575 0.070
H 5.357 -3.084 -0.771 0.369 -0.811 0.126 0.073
H 4.530 -1.477 -1.919 -0.093 0.307 -1.111 0.102
H 3.059 -2.309 -1.562 -0.384 0.087 -0.262 0.102
H 3.041 -3.339 -3.523 -0.126 -0.087 -0.320 0.068
C -0.222 -4.866 -1.037 -0.717 -0.015 -0.645 -0.058
C -1.478 -4.188 -1.627 0.816 1.349 -0.879 -0.265
O -1.267 -2.724 -1.717 0.340 -1.050 1.662 -0.187
H -0.017 -4.650 0.011 -0.176 0.340 -0.075 0.060
H 0.658 -4.645 -1.641 -0.014 0.182 0.068 0.066
H -0.377 -5.943 -1.103 -0.028 -0.125 0.022 0.074
H -2.382 -4.484 -1.095 -0.016 0.473 0.471 0.092
H -1.680 -4.470 -2.660 0.393 -0.530 -0.023 0.102
H -1.697 -2.304 -2.466 -0.191 -0.543 -0.542 0.024
C -2.373 1.834 -4.675 1.816 0.097 -0.574 -0.063
C -1.058 1.504 -3.928 -0.700 1.018 -0.719 -0.329
O -1.392 1.510 -2.586 0.221 -1.750 1.505 -0.137
H -2.150 1.865 -5.741 -0.323 -0.222 -0.290 0.066
H -2.650 2.854 -4.409 -0.454 -0.265 0.258 0.078
H -3.103 1.060 -4.435 -0.151 0.383 -0.037 0.051
H -0.260 2.230 -4.083 -0.113 0.392 -0.434 0.113
H -0.614 0.570 -4.273 -0.292 -0.464 0.367 0.101
H -1.252 2.363 -2.168 0.027 1.053 0.374 0.027
C 1.913 -3.570 2.684 -0.090 0.125 -0.488 -0.071
C 1.710 -2.252 3.391 0.375 -1.236 1.530 -0.357
O 1.156 -1.296 2.570 0.095 0.245 -1.235 -0.194
H 2.248 -4.411 3.291 0.532 0.381 0.238 0.077
H 2.565 -3.390 1.829 -0.018 -0.492 -0.199 0.069
H 0.920 -3.900 2.378 -0.030 0.130 -0.541 0.063
H 2.593 -1.817 3.858 0.498 -0.397 0.059 0.110
H 1.026 -2.514 4.199 -0.201 0.428 0.381 0.119
H 0.486 -0.893 3.127 -1.484 0.988 0.215 -0.004
C 4.390 0.783 2.264 0.065 -0.615 -0.333 -0.072
C 5.281 -0.194 1.473 -0.557 0.940 0.824 -0.306
O 6.659 0.097 1.614 0.258 0.323 -0.895 -0.072
H 4.302 1.792 1.860 0.742 0.068 -0.181 0.066
H 4.774 0.819 3.284 -0.569 0.084 0.247 0.077
H 3.368 0.423 2.151 -0.166 -0.329 0.769 0.057
H 4.911 -0.077 0.455 0.847 -0.366 -0.396 0.099
H 5.150 -1.220 1.817 -0.542 -0.097 -0.084 0.108
H 6.875 0.198 2.544 -0.162 -0.041 0.078 0.078
C 3.092 3.047 -0.683 1.241 -0.300 -1.398 -0.060
C 2.103 1.933 -0.458 1.439 -0.532 0.664 -0.390
O 1.124 2.361 0.395 -1.509 0.108 1.164 -0.272
H 3.974 2.560 -1.099 0.240 0.201 -0.502 0.075
H 3.516 3.645 0.124 -0.697 -0.408 0.659 0.077
H 2.708 3.755 -1.417 -0.029 0.001 -0.058 0.084
H 2.539 1.068 0.041 0.540 -0.107 -0.077 0.089
H 1.688 1.548 -1.389 0.012 0.204 -0.422 0.114
H 0.654 2.997 -0.151 -1.646 1.154 -0.019 0.029
C -4.129 -2.839 -2.985 -2.607 -0.278 -0.423 -0.076
C -3.815 -1.910 -4.174 -0.413 -1.030 2.220 -0.291
O -2.479 -2.155 -4.313 3.168 -0.162 -1.411 -0.095
H -3.894 -3.899 -3.080 0.993 0.222 -0.489 0.075
H -5.209 -2.982 -2.969 -0.447 0.594 0.544 0.073
H -3.799 -2.469 -2.014 0.021 0.110 -0.243 0.073
H -3.891 -0.886 -3.806 -0.932 0.238 -0.489 0.103
H -4.313 -2.153 -5.112 -0.627 0.241 0.299 0.126
H -2.216 -1.896 -5.199 0.488 0.127 0.042 0.104
```
Forces are in eV/Å.